## 1
The following is a quantum chemistry calculation of a gas-phase ion, C5H5FN (charge +1), from the Open Molecules 2025 dataset.

Element x y z (Å)
C1 -0.05 -0.73 -0.74
C2 0.78 -0.50 -1.93
C3 -0.04 0.19 0.29
C4 0.75 1.30 0.06
C5 -0.82 -0.02 1.55
N1 1.50 0.49 -2.08
F1 0.94 2.38 0.67
H1 -0.69 -1.60 -0.70
H2 0.73 -1.28 -2.70
H3 -0.63 -1.02 1.94
H4 -1.89 0.07 1.34
H5 -0.57 0.71 2.31

Calculated values
LUMO energy: -7.732 eV
HOMO-LUMO gap: 7.4 eV
HOMO: -15.16 eV
Net charge: +1

=====

## 2
The following is a quantum chemistry calculation of a gas-phase ion, C5H5FN (charge +1), from the Open Molecules 2025 dataset.

Element x y z (Å)
C1 0.40 1.16 -0.18
C2 -0.89 1.69 0.01
C3 0.72 -0.06 0.00
C4 -1.72 -0.37 0.33
C5 1.30 -1.35 0.05
N1 -1.80 0.80 0.05
F1 -2.36 -1.37 -0.01
H1 1.10 2.02 -0.18
H2 -1.30 2.65 -0.20
H3 1.99 -1.49 -0.89
H4 0.67 -2.10 0.07
H5 1.89 -1.58 0.95

Calculated values
LUMO energy (alpha / beta): -6.904 / -7.109 eV
HOMO-LUMO gap (alpha / beta): 7.3 / 6.7 eV
HOMO (alpha / beta): -14.22 / -13.82 eV
Net charge: +1

=====

## 3
The following is a quantum chemistry calculation of a molecular structure, C5H5FN, from the Open Molecules 2025 dataset.

Element x y z (Å)
C1 0.44 -1.13 0.09
C2 -0.80 -1.75 0.02
C3 0.12 0.24 -0.09
C4 -1.37 0.19 -0.05
C5 1.09 1.32 -0.10
N1 -1.86 -0.95 0.06
F1 -2.18 1.37 0.07
H1 1.40 -1.63 0.01
H2 -0.81 -2.81 -0.39
H3 0.85 1.87 0.93
H4 0.94 2.19 -0.70
H5 2.18 1.09 0.14

Calculated values
LUMO energy: -8.528 eV
HOMO-LUMO gap: 7.2 eV
HOMO: -15.75 eV
Net charge: +1

=====

Stability, highest: 3

=====

## 1
The following is a quantum chemistry calculation of a single C5H8ClN molecule, from the Open Molecules 2025 dataset.

Element x y z (Å)
C1 -0.47 -0.61 -1.72
C2 -0.47 -0.09 -0.30
C3 0.92 0.31 0.21
C4 0.73 0.60 1.75
Cl1 1.84 1.58 -0.55
C5 1.96 -1.09 0.00
N1 2.57 -2.04 -0.14
H1 -0.14 0.23 -2.42
H2 -1.45 -0.87 -2.09
H3 0.21 -1.57 -1.89
H4 -0.98 -0.86 0.51
H5 -1.10 0.79 -0.25
H6 0.33 1.55 1.90
H7 0.02 0.03 2.19
H8 1.76 0.47 2.20

Calculated values
SMILES string: CC[C@](C)(Cl)C#N
LUMO energy: 0.749 eV
HOMO-LUMO gap: 12.1 eV
HOMO: -11.35 eV
Net charge: 0

=====

## 2
The following is a quantum chemistry calculation of a single C5H8ClN molecule, from the Open Molecules 2025 dataset.

Element x y z (Å)
C1 -1.19 1.56 -0.83
C2 -0.57 0.38 -0.97
C3 -0.94 -0.74 -1.97
N1 0.55 -0.09 -0.05
C4 0.58 -0.21 1.19
C5 1.88 -0.45 2.01
Cl1 -0.76 0.08 2.29
H1 -0.94 2.22 0.04
H2 -1.87 1.95 -1.74
H3 -0.11 -1.27 -2.32
H4 -1.56 -1.43 -1.37
H5 -1.42 -0.18 -2.81
H6 2.29 0.45 2.49
H7 1.48 -1.12 2.74
H8 2.58 -1.15 1.31

Calculated values
SMILES string: C=C(C)/N=C(/C)Cl
LUMO energy: 0.851 eV
HOMO-LUMO gap: 10.0 eV
HOMO: -9.16 eV
Net charge: 0

=====

## 3
The following is a quantum chemistry calculation of a single C5H8ClN molecule, from the Open Molecules 2025 dataset.

Element x y z (Å)
C1 0.55 -0.66 -2.63
C2 0.44 -1.03 -1.37
Cl1 0.44 -2.69 -0.75
N1 0.81 -0.01 -0.32
C3 0.05 0.27 0.64
C4 0.56 1.35 1.54
C5 -1.31 -0.16 0.90
H1 0.63 -1.39 -3.39
H2 0.72 0.36 -2.74
H3 1.57 1.73 1.32
H4 0.55 0.92 2.51
H5 -0.13 2.13 1.34
H6 -1.60 -1.01 0.32
H7 -2.00 0.67 0.68
H8 -1.26 -0.47 1.95

Calculated values
SMILES string: C=C(Cl)N=C(C)C
LUMO energy: 0.883 eV
HOMO-LUMO gap: 9.9 eV
HOMO: -9.00 eV
Net charge: 0

=====

## 4
The following is a quantum chemistry calculation of 2 unconnected molecules or ions with the total composition C5H8ClN, from the Open Molecules 2025 dataset.

Element x y z (Å)
C1 0.63 -0.52 -1.65
C2 1.13 -0.03 -0.33
Cl1 1.79 -1.24 0.74
C3 1.25 1.22 0.01
N1 1.42 2.39 0.28
H1 -0.08 -1.34 -1.50
H2 0.14 0.28 -2.19
H3 1.45 -0.90 -2.26
H4 0.73 2.91 0.81
C4 -1.40 -1.06 1.30
C5 -1.41 0.13 0.73
H5 -1.63 -1.96 0.75
H6 -1.13 -1.19 2.33
H7 -1.20 1.02 1.29
H8 -1.71 0.28 -0.30

Calculated values
SMILES string: CC(Cl)=C=N.C=C
LUMO energy: 0.887 eV
HOMO-LUMO gap: 9.4 eV
HOMO: -8.50 eV
Net charge: 0

=====

Stability, highest: 3

=====

## 1
The following is a quantum chemistry calculation of 5 unconnected molecules or ions with the total composition CH11NO4, from the Open Molecules 2025 dataset.

Element x y z (Å)
C1 -1.96 0.54 4.43
N1 -1.90 -0.24 5.41
H1 -1.39 0.62 3.50
H2 -2.89 1.09 4.23
H3 -2.56 0.04 6.12
O1 -0.31 0.77 -2.99
H4 0.15 1.09 -3.77
H5 0.42 0.68 -2.35
O2 2.16 1.44 -1.84
H6 2.81 2.11 -2.09
H7 2.71 0.66 -1.64
O3 -1.47 -1.65 -1.76
H8 -2.17 -1.17 -1.31
H9 -1.03 -1.00 -2.33
O4 2.73 -1.37 -1.33
H10 1.90 -1.29 -0.84
H11 2.81 -2.33 -1.42

Calculated values
SMILES string: C=N.O.O.O.O
LUMO energy: 0.474 eV
HOMO-LUMO gap: 10.4 eV
HOMO: -9.93 eV
Net charge: 0

=====

## 2
The following is a quantum chemistry calculation of 4 unconnected molecules or ions with the total composition CH11NO4, from the Open Molecules 2025 dataset.

Element x y z (Å)
N1 1.03 0.18 2.17
C1 -0.27 0.77 2.20
O1 -1.07 0.52 1.04
H1 0.96 -0.83 2.07
H2 1.70 0.46 1.47
H3 -0.17 1.85 2.34
H4 -0.80 0.31 3.06
H5 -0.96 -0.43 0.81
O2 -0.94 -1.70 -0.54
H6 -1.65 -2.04 -1.09
H7 -0.35 -1.30 -1.19
O3 0.15 1.03 -1.23
H8 0.65 1.85 -1.29
H9 -0.29 1.00 -0.34
O4 0.61 -0.93 -3.02
H10 0.84 -0.12 -2.52
H11 0.55 -0.63 -3.93

Calculated values
SMILES string: NCO.O.O.O
LUMO energy: 0.681 eV
HOMO-LUMO gap: 10.6 eV
HOMO: -9.88 eV
Net charge: 0

=====

Stability, highest: 2

=====

## 1
The following is a quantum chemistry calculation of a single C4H6NO2P molecule, from the Open Molecules 2025 dataset.

Element x y z (Å)
N1 2.13 1.60 0.27
C1 0.95 0.74 0.27
C2 0.95 -0.55 -0.07
C3 -0.14 -1.58 0.02
C4 -1.48 -1.32 0.15
P1 -2.38 0.16 0.34
O1 -1.27 1.20 -0.48
O2 -0.24 1.64 0.40
H1 3.04 1.31 0.05
H2 1.64 2.42 0.04
H3 1.91 -0.96 -0.33
H4 0.12 -2.69 0.00
H5 -2.15 -2.18 0.25
H6 -3.08 0.21 -0.90

Calculated values
SMILES string: Nc1ccc[pH]oo1
LUMO energy: 0.710 eV
HOMO-LUMO gap: 8.7 eV
HOMO: -8.00 eV
Net charge: 0

=====

## 2
The following is a quantum chemistry calculation of a single C4H6NO2P molecule, from the Open Molecules 2025 dataset.

Element x y z (Å)
C1 -0.16 -1.68 -0.04
C2 1.16 -1.01 -0.14
C3 1.14 0.42 0.40
C4 0.01 1.26 -0.26
N1 -1.22 0.62 -0.01
O1 -0.91 -2.52 -0.01
O2 -3.56 -0.08 0.09
P1 -2.73 1.10 0.05
H1 1.73 -1.74 0.47
H2 1.24 -0.90 -1.28
H3 0.85 0.22 1.51
H4 2.20 0.75 0.19
H5 -0.13 2.31 0.27
H6 0.37 1.26 -1.25

Calculated values
LUMO energy: -0.409 eV
HOMO-LUMO gap: 7.5 eV
HOMO: -7.90 eV
Net charge: 0

=====

Stability, highest: 2

=====

## 1
The following is a quantum chemistry calculation of a single CH5PS2 molecule, from the Open Molecules 2025 dataset.

Element x y z (Å)
C1 -0.12 0.45 1.57
P1 -0.17 0.78 -0.30
S1 -1.87 -0.71 -0.60
S2 -3.34 -0.15 0.72
H1 -0.77 0.97 2.21
H2 0.87 0.82 1.89
H3 -0.49 -0.56 1.61
H4 0.75 -0.10 -0.77
H5 -3.77 0.94 0.00

Calculated values
SMILES string: CPSS
LUMO energy: 0.289 eV
HOMO-LUMO gap: 9.1 eV
HOMO: -8.83 eV
Net charge: 0

=====

## 2
The following is a quantum chemistry calculation of 2 unconnected molecules or ions with the total composition CH5PS2, from the Open Molecules 2025 dataset.

Element x y z (Å)
C1 -0.61 -0.14 1.70
P1 -0.81 -0.09 -1.99
S1 0.11 -1.37 2.54
S2 -0.42 1.34 -3.53
H1 -0.31 0.11 0.67
H2 -1.23 0.45 2.35
H3 -2.04 0.36 -2.03
H4 0.87 -1.75 1.52
H5 0.26 0.84 -4.49

Calculated values
LUMO energy (alpha / beta): 0.320 / -1.526 eV
HOMO-LUMO gap (alpha / beta): 8.8 / 5.6 eV
HOMO (alpha / beta): -8.51 / -7.12 eV
Net charge: 0

=====

Stability, highest: 1

=====

## 1
The following is a quantum chemistry calculation of a gas-phase ion, C5H14N2 (charge -1), from the Open Molecules 2025 dataset.

Element x y z (Å)
C1 -2.03 0.51 -0.30
N1 -1.00 -0.11 -1.10
C2 -0.20 -1.98 0.97
C3 0.64 -0.74 0.70
C4 0.36 -0.03 -0.66
C5 0.79 1.43 -0.57
N2 2.10 1.70 0.02
H1 -1.78 0.61 0.76
H2 -2.93 -0.13 -0.31
H3 -2.43 1.46 -0.69
H4 -1.32 -0.95 -1.54
H5 0.24 -2.52 1.80
H6 -0.39 -2.63 0.11
H7 -1.19 -1.68 1.33
H8 0.40 -0.02 1.49
H9 1.71 -0.96 0.71
H10 0.99 -0.54 -1.39
H11 0.78 1.90 -1.55
H12 0.06 1.97 0.02
H13 2.87 1.57 -0.62
H14 2.33 1.14 0.81

Calculated values
LUMO energy (alpha / beta): 4.033 / 3.998 eV
HOMO-LUMO gap (alpha / beta): 2.6 / 8.7 eV
HOMO (alpha / beta): 1.40 / -4.70 eV
Multiplicity: 2
Net charge: -1

=====

## 2
The following is a quantum chemistry calculation of 2 unconnected molecules or ions with the total composition C5H14N2, from the Open Molecules 2025 dataset.

Element x y z (Å)
C1 -0.51 -0.33 3.28
C2 -1.05 -1.53 2.51
N1 -0.76 -1.44 1.07
H1 -1.08 0.57 3.05
H2 -0.57 -0.56 4.36
H3 0.55 -0.18 3.05
H4 -0.66 -2.47 2.91
H5 -2.14 -1.57 2.64
H6 0.20 -1.76 0.92
H7 -1.35 -2.12 0.58
N2 0.01 2.05 -3.04
C3 -0.02 0.81 -2.26
C4 1.45 0.19 -0.33
C5 1.31 0.49 -1.61
H8 -0.90 2.50 -3.06
H9 0.19 1.83 -4.01
H10 -0.30 -0.05 -2.88
H11 -0.82 0.88 -1.52
H12 2.41 0.07 0.16
H13 0.57 0.24 0.30
H14 2.14 0.64 -2.30

Calculated values
LUMO energy (alpha / beta): 3.768 / 3.790 eV
HOMO-LUMO gap (alpha / beta): 2.4 / 9.2 eV
HOMO (alpha / beta): 1.40 / -5.38 eV
Multiplicity: 2
Net charge: -1

=====

Stability, highest: 1

=====

## 1
The following is a quantum chemistry calculation of 2 unconnected molecules or ions with the total composition C6H16O2, from the Open Molecules 2025 dataset.

Element x y z (Å)
C1 2.52 -0.45 -0.49
C2 1.11 -0.79 0.01
C3 0.22 0.43 0.35
C4 0.12 1.40 -0.80
C5 -0.97 2.48 -0.60
C6 -2.39 2.02 -0.46
O1 -2.94 2.64 0.72
H1 3.32 -0.94 0.06
H2 2.67 -0.84 -1.51
H3 2.71 0.61 -0.62
H4 1.25 -1.36 0.93
H5 0.61 -1.44 -0.70
H6 -0.70 0.04 0.70
H7 0.69 0.93 1.16
H8 1.05 1.93 -1.03
H9 -0.07 0.90 -1.77
H10 -0.69 2.89 0.39
H11 -0.86 3.34 -1.25
H12 -2.57 0.95 -0.49
H13 -2.98 2.40 -1.31
H14 -3.81 2.26 0.86
O2 0.56 -6.06 2.02
H15 0.56 -6.78 2.65
H16 0.60 -6.56 1.19

Calculated values
SMILES string: CCCCCCO.O
LUMO energy: 0.933 eV
HOMO-LUMO gap: 11.0 eV
HOMO: -10.09 eV
Net charge: 0

=====

## 2
The following is a quantum chemistry calculation of 3 unconnected molecules or ions with the total composition C6H16O2, from the Open Molecules 2025 dataset.

Element x y z (Å)
C1 -1.41 -0.12 0.64
C2 -0.15 -0.47 0.25
C3 0.72 0.40 -0.61
C4 0.83 1.90 -0.54
C5 0.26 -1.94 0.30
C6 0.95 -2.21 -0.96
H1 -1.83 0.86 0.56
H2 -2.23 -0.84 0.91
H3 0.44 0.01 -1.61
H4 1.84 0.15 -0.66
H5 -0.14 2.34 -0.72
H6 1.47 2.29 -1.23
H7 1.08 2.13 0.47
H8 -0.65 -2.57 0.36
H9 0.97 -1.99 1.15
H10 1.12 -3.28 -1.05
H11 1.90 -1.83 -1.06
H12 0.53 -1.76 -1.78
O1 -2.21 1.23 -2.35
H13 -2.41 1.99 -1.74
H14 -1.65 0.93 -1.69
O2 1.07 0.68 3.33
H15 0.08 0.39 3.30
H16 1.39 0.46 2.42

Calculated values
SMILES string: C=C(CC)CC.O.O
LUMO energy: 0.649 eV
HOMO-LUMO gap: 10.2 eV
HOMO: -9.59 eV
Net charge: 0

=====

Stability, highest: 1